Computed, not measured: the molecule C6H11N at a distorted geometry, with the ωB97M-V functional and the def2-TZVPD basis.

The geometry in XYZ format:
```
18
Properties=species:S:1:pos:R:3:nbo_charge:R:1
C -2.5126 1.5371 -2.0470 -0.651
C -1.1943 1.1398 -1.5029 -0.185
C -0.9561 -0.0367 -1.0316 -0.228
C 0.4309 -0.3729 -0.6105 -0.320
C 0.5622 -0.8131 0.7021 0.023
N 1.7867 -0.6203 1.3391 -0.622
C 2.1332 -1.1063 2.6905 -0.408
H -2.4508 0.8745 -2.9968 0.217
H -3.4569 1.2815 -1.6517 0.218
H -2.6022 2.6194 -2.2346 0.210
H -0.5443 2.0034 -1.5305 0.199
H -1.5193 -0.8580 -1.1566 0.197
H 1.2327 0.0878 -1.1320 0.199
H -0.3393 -1.1831 1.3130 0.198
H 2.6368 -0.8951 0.7118 0.376
H 1.2114 -1.1971 3.2820 0.201
H 2.8981 -0.4014 3.1173 0.199
H 2.6839 -2.0595 2.7384 0.179
```

For the frontier orbital gap, the calculation gives 8.41 eV. For the energy above the lowest of the compared OMol25 structures with the same formula, charge and spin, the calculation gives 3.128 eV. Its largest force on an atom is 4.57 eV/Å. As for the SMILES: C/C=C/C=C/NC.